22
Properties=species:S:1:pos:R:3:forces:R:3:nbo_charge:R:1 method="wB97M-V/def2-TZVPD" charge=+1 largest_force_ev_per_a=0.87 e_above_lowest_kj_mol=47.13 e_homo_ev=-14.8
Na 18.78804 -18.81595 -7.27789 0.2 -0.1 -0.4 0.933
O 17.40340 -17.50363 -5.86567 0.0 -0.3 -0.1 -0.961
H 17.31840 -17.75430 -4.94579 -0.2 0.2 0.3 0.476
H 17.29544 -16.55254 -5.86619 0.0 0.3 0.0 0.494
O 16.64525 -20.02438 -7.75660 0.2 0.3 -0.5 -0.964
H 15.88633 -19.63745 -7.32006 -0.3 0.1 0.1 0.482
H 16.89264 -20.76200 -7.19896 0.0 -0.2 0.2 0.491
O 20.00257 -20.25213 -9.29564 -0.1 0.2 0.6 -0.950
H 20.17877 -19.68392 -10.04551 0.1 0.1 -0.2 0.479
H 19.42785 -20.93490 -9.64171 -0.2 -0.3 -0.1 0.482
O 17.86157 -17.95556 -9.86917 -0.1 -0.1 0.2 -0.958
H 16.90572 -17.90745 -9.88583 -0.4 -0.2 0.0 0.492
H 18.12442 -17.82306 -10.77999 0.2 0.1 -0.3 0.497
O 18.17462 -20.43254 -5.46339 0.1 0.1 -0.1 -0.962
H 17.91756 -19.75052 -4.84291 -0.1 0.0 0.2 0.473
H 18.19349 -21.23569 -4.94300 0.2 -0.4 0.1 0.500
O 20.71568 -18.33251 -5.99060 -0.3 -0.1 -0.1 -0.966
H 20.95825 -18.65289 -5.12185 0.1 -0.2 0.2 0.487
H 20.96849 -17.40932 -5.98517 0.1 0.4 -0.2 0.492
O 18.96892 -16.20424 -8.17419 0.4 0.1 0.8 -0.964
H 18.42450 -15.52005 -7.78467 0.1 0.4 0.0 0.465
H 18.36199 -16.72158 -8.70355 -0.2 -0.2 -0.8 0.482

***

84
Properties=species:S:1:pos:R:3:forces:R:3:lowdin_spin:R:1 method="wB97M-V/def2-TZVPD" charge=0 multiplicity=3 largest_force_ev_per_a=8.08 e_homo_ev="-8.7 / -9.2"
C 3.22187 0.60136 -5.19207 -0.2 0.8 0.0 0.000
C 2.60174 2.03643 -4.59790 -1.7 -0.7 5.4 0.000
O 2.15858 1.95586 -3.31258 2.6 1.1 -7.6 0.000
N 2.51356 3.31586 -5.40038 -0.8 -2.5 1.7 0.000
C 1.97533 4.48034 -4.59934 -0.9 1.5 0.4 0.000
Si 1.62284 3.11454 -6.95014 -1.2 0.6 -0.2 0.000
O -0.13160 3.38562 -6.81761 1.8 -2.6 0.8 0.000
Si -0.93363 2.02070 -6.05468 -0.4 1.3 -0.5 0.000
C -2.87287 2.02845 -6.25485 -2.5 1.9 3.5 0.000
Cl -3.63504 1.36689 -7.85369 0.9 1.0 2.5 0.000
C -3.74869 2.55730 -5.13331 0.7 -1.6 -3.9 0.000
C -5.41689 2.54344 -5.23045 0.4 -1.0 0.5 0.000
Cl -2.98275 3.26507 -3.55624 -1.3 -1.2 -2.7 0.000
H 3.46433 -0.12507 -4.29928 -0.8 1.8 -1.6 0.000
H 2.35885 0.14150 -5.85426 2.0 0.8 1.2 0.000
H 4.23261 0.75846 -5.78076 -2.3 -0.2 0.9 0.000
H 2.21445 5.51113 -5.14299 -0.3 -2.4 0.9 0.000
H 2.38861 4.56943 -3.50822 -0.7 -0.6 -2.2 0.000
H 0.80950 4.38579 -4.56463 2.1 0.3 0.3 0.000
H 1.95155 1.75470 -7.43979 -0.3 0.1 0.2 0.000
H 2.10150 4.03523 -8.01296 -0.2 0.1 0.5 0.000
H -0.62636 2.07502 -4.61493 -0.1 0.1 -0.1 0.000
H -0.36997 0.72975 -6.52573 -0.2 0.2 -0.3 0.000
H -5.87058 3.59291 -5.48055 1.1 -2.0 0.7 0.000
H -5.79949 1.77216 -6.05721 1.3 1.8 1.7 0.000
H -5.83416 2.11490 -4.19742 1.0 1.3 -2.2 0.000
C 0.05783 1.24230 2.96318 0.2 -0.3 -0.2 0.002
C -1.03177 2.25943 2.51373 0.5 -0.7 1.8 0.021
C -2.37898 1.52117 2.27585 0.0 0.3 -0.5 0.012
C -2.41046 0.70529 0.98588 0.2 -0.1 0.1 0.001
C -1.98942 1.55021 -0.21250 -0.2 0.1 0.3 0.012
C -0.62848 2.26058 -0.00696 1.1 -0.7 -1.6 0.022
N -0.55161 3.00061 1.29845 -4.2 2.9 -0.6 0.307
O -1.33195 4.16551 1.17312 2.5 -2.8 0.4 0.617
C 0.52038 1.21902 -0.09739 0.0 -0.3 0.2 0.001
C -0.35945 3.19148 -1.23483 -0.4 0.4 0.5 -0.001
C -1.20608 3.18774 3.76109 -0.1 0.5 -0.7 -0.001
H 1.06405 1.58539 2.69248 -0.2 0.0 0.0 0.001
H 0.06733 1.10396 4.05068 -0.2 0.2 -0.2 0.000
H -0.09353 0.24430 2.54442 0.1 0.1 0.0 0.000
H -3.19855 2.25373 2.23527 0.3 0.1 0.0 0.002
H -2.60117 0.86315 3.12047 0.2 0.1 0.1 0.001
H -1.76488 -0.17575 1.07601 0.0 0.1 0.0 0.000
H -3.42317 0.32310 0.82399 0.1 0.0 0.0 0.001
H -1.95096 0.90935 -1.10327 0.2 0.2 0.1 0.001
H -2.77601 2.29148 -0.40800 0.2 0.1 0.1 0.003
H 1.48869 1.67624 0.13327 -0.2 0.0 0.0 0.001
H 0.59319 0.80267 -1.10971 -0.1 0.3 0.1 0.000
H 0.38513 0.35870 0.55709 0.0 0.1 0.1 0.000
H -1.15556 3.92896 -1.38815 0.1 -0.1 0.3 -0.001
H -0.30275 2.61004 -2.16347 0.1 -0.2 0.4 0.000
H 0.58872 3.73016 -1.12556 -0.1 -0.1 0.1 0.000
H -0.27895 3.73238 3.98213 -0.2 -0.1 -0.1 0.000
H -1.46557 2.60290 4.65141 0.1 -0.2 -0.4 0.000
H -2.01270 3.91839 3.63640 0.2 -0.1 -0.2 -0.001
C 0.24069 -4.13388 5.63277 0.3 -0.1 0.2 0.001
C -0.00930 -3.70568 4.15698 -1.3 -0.2 1.5 0.021
C -0.47575 -4.93124 3.32211 0.4 0.2 -0.4 0.012
C 0.64760 -5.91147 2.99362 0.0 0.0 0.2 0.001
C 1.83828 -5.19594 2.36310 -0.3 0.1 -0.1 0.012
C 2.34096 -3.99616 3.20387 2.0 -0.5 0.3 0.022
N 1.23269 -3.06472 3.60613 -1.8 0.9 -4.6 0.306
O 0.86241 -2.32728 2.46565 1.1 -1.5 3.2 0.617
C 3.08143 -4.51930 4.46519 -0.2 -0.2 0.2 0.001
C 3.47174 -3.26576 2.40733 -0.7 0.3 -0.2 -0.001
C -1.21124 -2.70941 4.26103 0.5 0.3 -0.6 -0.001
H 0.98107 -3.48675 6.11912 -0.1 -0.1 -0.2 0.001
H -0.66886 -4.06368 6.24077 0.0 0.0 -0.4 0.000
H 0.57223 -5.17118 5.72418 0.1 0.1 0.0 0.000
H -0.91426 -4.58611 2.37418 0.1 0.2 0.2 0.002
H -1.27215 -5.46386 3.84917 0.0 0.2 0.2 0.001
H 0.96078 -6.44893 3.89594 0.0 0.1 0.0 0.000
H 0.27290 -6.67297 2.30255 0.0 0.0 0.1 0.001
H 2.65007 -5.92017 2.21425 0.0 0.3 0.1 0.001
H 1.54804 -4.85769 1.35922 0.1 0.2 0.2 0.003
H 3.37020 -3.69449 5.12563 -0.1 -0.1 -0.1 0.001
H 4.00178 -5.04817 4.18824 -0.2 0.2 -0.2 0.000
H 2.50347 -5.23594 5.04756 0.0 0.1 0.0 0.000
H 3.14092 -2.92712 1.41887 -0.1 0.0 0.3 -0.001
H 4.32190 -3.93580 2.22869 -0.3 -0.1 0.3 0.000
H 3.84827 -2.39615 2.95793 -0.2 -0.1 0.0 0.000
H -0.94092 -1.82267 4.84899 0.0 -0.2 -0.1 0.000
H -2.07016 -3.18177 4.75212 0.4 -0.2 0.0 0.000
H -1.57149 -2.37593 3.28173 0.3 0.0 0.1 -0.001

***

132
Properties=species:S:1:pos:R:3:forces:R:3:lowdin_charge:R:1 method="wB97M-V/def2-TZVPD" charge=+1 largest_force_ev_per_a=3.70 e_homo_ev=-12.2
C 1.44594 -1.28973 -1.45844 -0.8 -0.2 0.0 -0.096
C 0.28590 -0.39499 -0.90562 0.7 -0.2 0.5 -0.174
C 0.76412 1.04447 -0.51515 -0.7 -1.6 -1.4 -0.163
O 0.63655 1.16110 0.90326 -0.4 1.4 -0.2 -0.048
C 1.45475 2.11169 1.51816 1.3 -0.9 1.1 -0.423
C 2.81851 1.41273 1.86533 0.1 1.1 -1.4 -0.018
C 3.89325 1.60742 0.75741 -0.7 -0.2 0.1 -0.220
N 5.05503 1.16755 0.91025 0.6 -0.4 0.3 0.112
O 1.79481 3.26062 0.76602 -0.6 0.3 0.2 -0.036
C 0.71705 4.15093 0.51685 -0.4 -0.5 -0.6 -0.083
C 0.03075 4.72173 1.80780 1.0 0.6 -1.8 -0.342
C 1.07244 5.66256 2.46048 1.2 -1.2 1.4 -0.060
C 0.76747 6.17570 3.87926 0.7 -1.7 -1.2 -0.808
O 0.36412 7.24154 4.01369 -1.2 3.4 0.8 0.081
Cl 1.06447 5.21862 5.35016 0.2 -0.7 -0.4 0.765
C -1.18545 5.52142 1.30739 -0.8 1.1 -0.7 -0.530
Cl -2.22575 6.14475 2.66570 0.3 -0.8 0.0 0.738
C -0.82196 6.74174 0.35986 -0.1 0.7 0.4 -0.226
C -1.16693 8.15126 0.91683 0.6 0.3 -1.0 -0.141
N -0.32383 3.50735 2.65195 -0.2 0.5 1.2 0.079
C -1.55500 2.82388 2.15814 -1.7 -0.4 -0.5 -0.085
C -1.89813 1.38568 2.60018 0.3 -0.7 0.2 -0.224
O -2.89762 0.91546 1.69805 -0.4 0.8 1.2 -0.202
Si -4.49283 1.12364 2.26382 -1.8 -0.9 -1.1 0.477
C -5.09992 2.92739 2.03751 1.4 -0.1 0.0 -0.147
C -5.57702 0.10294 1.08125 1.1 0.0 -0.1 -0.168
C -4.82605 0.45035 3.99296 0.6 1.3 0.2 -0.175
C 0.87861 2.63941 2.87898 2.2 -0.9 -0.3 -0.215
O 0.68990 1.67338 3.85344 -0.7 0.2 -1.1 -0.072
C 1.60838 1.60894 4.94113 -0.4 -0.8 2.2 -0.211
C 0.87954 2.06119 6.26083 0.2 -0.1 -0.9 -0.079
H 1.06182 -1.80840 -2.34898 0.5 0.2 0.1 0.059
H 1.70877 -2.08654 -0.74715 0.0 0.3 -0.1 0.070
H 2.36131 -0.72439 -1.67983 -0.3 -0.2 -0.2 0.064
H -0.08455 -0.89314 0.00365 -0.1 0.4 -0.2 0.110
H -0.56469 -0.36709 -1.59812 0.4 0.1 0.1 0.107
H 1.78676 1.14366 -0.90082 -0.1 0.3 0.6 0.106
H 0.13008 1.74458 -1.08787 0.2 0.2 0.6 0.120
H 2.67406 0.33131 1.96383 -0.2 0.3 0.3 0.147
H 3.26215 1.87875 2.75622 -0.2 -0.4 -0.1 0.115
H 3.68403 2.08337 -0.20581 -0.3 0.1 0.4 0.107
H 5.12208 0.70658 1.82528 0.3 0.0 -0.1 0.062
H -0.01616 3.63134 -0.12761 0.0 0.2 0.4 0.134
H 1.12129 4.95668 -0.10720 0.0 -0.1 0.5 0.149
H 2.06642 5.17955 2.51482 -0.5 -0.1 -0.1 0.137
H 1.27867 6.56549 1.87585 -0.6 -0.3 0.0 0.140
H -1.88300 4.94290 0.69008 0.4 -0.3 0.5 0.101
H -1.37139 6.66456 -0.59044 0.2 -0.4 0.4 0.121
H 0.24167 6.77920 0.08842 -0.3 -0.3 0.2 0.095
H -0.69603 8.38145 1.87838 -0.4 -0.2 -0.1 0.058
H -2.24194 8.36497 0.89945 0.3 -0.2 0.4 0.072
H -0.73324 8.86467 0.19064 -0.1 -0.2 0.3 0.087
H -0.54744 3.86691 3.59403 -0.1 -0.1 -0.2 0.158
H -1.64074 2.84748 1.06405 0.7 -0.1 0.3 0.137
H -2.40936 3.43060 2.50066 0.5 0.0 0.0 0.093
H -1.09035 0.64756 2.56101 0.1 0.6 -0.1 0.121
H -2.25549 1.40618 3.64894 0.1 0.0 -0.3 0.117
H -5.17014 3.47679 2.98740 -0.3 -0.1 -0.3 0.033
H -6.00672 2.97993 1.42416 0.1 -0.1 0.5 0.038
H -4.30974 3.42700 1.43923 -0.4 0.0 0.2 0.012
H -5.22963 0.28904 0.04779 -0.3 0.0 0.3 0.033
H -5.40575 -0.97134 1.26294 -0.3 0.3 0.0 0.036
H -6.64123 0.35246 1.17216 0.3 -0.1 0.0 0.038
H -5.91293 0.30818 4.06726 0.4 -0.2 -0.1 0.008
H -4.25745 -0.45340 4.24616 -0.3 0.1 -0.1 0.041
H -4.58548 1.24981 4.72387 0.0 -0.5 -0.1 0.032
H 1.72465 3.24305 3.24988 -0.7 0.5 -0.3 0.141
H 1.82017 0.54052 5.10696 0.1 0.3 -0.6 0.129
H 2.58870 2.08694 4.81351 -0.5 0.3 -0.5 0.118
H -0.03720 2.57928 5.94570 0.3 0.1 0.4 0.052
H 1.51430 2.71406 6.87348 -0.3 -0.2 -0.1 0.063
H 0.56576 1.18123 6.83383 0.2 0.3 0.0 0.078
C 2.80547 -4.71242 -2.69800 0.1 0.0 0.0 -0.109
C 2.38200 -5.75784 -1.67338 0.2 0.2 -0.1 -0.255
C 0.96575 -6.28689 -1.91775 0.0 0.3 0.2 -0.181
C -0.00908 -5.17947 -1.83439 0.9 -1.4 -0.1 -0.245
N -0.75312 -4.31983 -1.76534 -0.8 1.0 0.1 0.150
H 2.16600 -3.82876 -2.65698 0.0 -0.1 0.0 0.043
H 3.82604 -4.38167 -2.50594 0.0 0.0 -0.1 0.046
H 2.76519 -5.11923 -3.71149 0.0 0.0 0.0 0.081
H 2.44448 -5.32314 -0.67264 -0.1 -0.1 0.0 0.110
H 3.08370 -6.59343 -1.70346 -0.1 -0.1 0.0 0.111
H 0.70722 -7.03974 -1.17222 -0.1 0.0 -0.1 0.120
H 0.89308 -6.75053 -2.90331 -0.1 0.0 0.0 0.113
C 6.14935 1.28029 -2.59595 0.0 0.0 0.1 -0.121
C 6.93209 0.66574 -3.74995 0.0 0.3 0.2 -0.256
C 6.13399 -0.41784 -4.47773 0.2 -0.2 0.4 -0.206
C 5.79315 -1.50444 -3.53860 0.3 1.1 -1.2 -0.223
N 5.53052 -2.32985 -2.80037 -0.3 -0.9 0.9 0.158
H 5.91802 0.53897 -1.82907 0.0 0.0 0.0 0.052
H 6.73162 2.06837 -2.11733 0.0 0.0 0.0 0.074
H 5.21060 1.71768 -2.94822 0.0 0.0 0.0 0.074
H 7.86563 0.24770 -3.36639 0.0 -0.1 -0.1 0.115
H 7.20114 1.44726 -4.46291 0.0 -0.1 -0.1 0.103
H 6.72060 -0.82321 -5.30208 -0.1 -0.1 0.0 0.104
H 5.21490 -0.00053 -4.88827 0.0 0.0 0.0 0.100
C -4.62734 -8.62637 -3.43350 0.0 0.0 0.0 -0.110
C -3.76000 -7.46449 -2.96098 -0.3 -0.1 0.0 -0.264
C -2.56397 -7.20106 -3.88084 0.0 -0.3 0.3 -0.183
C -1.68979 -8.38844 -3.93526 -0.8 1.4 -0.1 -0.248
N -1.01430 -9.30357 -3.97730 0.8 -1.0 0.0 0.148
H -4.07127 -9.56537 -3.43990 0.0 0.0 0.0 0.071
H -5.48062 -8.75889 -2.76744 0.0 0.0 0.0 0.073
H -5.00890 -8.44664 -4.44108 0.0 0.0 0.0 0.078
H -3.40650 -7.67251 -1.94840 0.1 0.1 0.0 0.111
H -4.37074 -6.56094 -2.90833 0.1 0.1 0.0 0.109
H -1.98420 -6.35449 -3.50975 0.0 0.0 -0.1 0.087
H -2.90344 -6.96220 -4.89000 0.1 -0.1 0.0 0.121
C 5.04991 -0.08969 -10.53288 0.0 0.0 0.0 -0.109
C 5.74410 -1.11225 -9.63999 0.0 0.1 -0.3 -0.261
C 5.27252 -1.04974 -8.18335 0.3 0.3 -0.1 -0.180
C 5.55685 0.27935 -7.60831 -0.5 -1.5 -0.6 -0.250
N 5.77141 1.31340 -7.18461 0.3 1.2 0.5 0.169
H 5.26632 0.93200 -10.21611 0.0 0.0 0.0 0.071
H 5.39352 -0.18992 -11.56266 0.0 0.0 0.0 0.075
H 3.96670 -0.23044 -10.52196 0.0 0.0 0.0 0.078
H 6.82328 -0.95002 -9.68435 0.0 -0.1 0.1 0.114
H 5.55426 -2.11430 -10.02951 0.0 0.0 0.1 0.110
H 5.78549 -1.80688 -7.58783 0.0 0.0 0.1 0.113
H 4.19968 -1.23938 -8.11928 0.0 0.1 0.0 0.122
C -7.81081 -1.75422 8.01935 0.0 0.0 0.0 -0.110
C -7.28101 -3.05890 7.43456 -0.2 0.1 0.2 -0.262
C -6.27867 -2.83863 6.29693 -0.4 0.0 -0.1 -0.180
C -6.91421 -2.10302 5.18753 0.9 -0.9 1.1 -0.232
N -7.40469 -1.53364 4.33308 -0.6 0.6 -0.9 0.161
H -8.36016 -1.17500 7.27510 0.1 0.0 0.0 0.071
H -8.49600 -1.95771 8.84257 0.0 0.0 0.0 0.074
H -6.99528 -1.13607 8.40230 0.0 0.0 0.0 0.076
H -8.12167 -3.65504 7.07339 0.1 0.0 0.0 0.114
H -6.79637 -3.63440 8.22577 0.1 0.0 -0.1 0.109
H -5.91817 -3.79672 5.92074 0.0 0.1 -0.1 0.117
H -5.41748 -2.26838 6.65050 0.0 0.0 -0.1 0.116

***

16
Properties=species:S:1:pos:R:3:forces:R:3:nbo_charge:R:1 method="wB97M-V/def2-TZVPD" charge=0 largest_force_ev_per_a=6.21 e_above_lowest_kj_mol=303.69 e_homo_ev=-8.3
C -1.91666 1.45122 0.34894 -3.2 -0.4 -4.0 -0.398
C -2.21691 0.24250 -0.27342 0.7 3.3 3.0 -0.219
C -1.58584 -1.04685 0.00839 1.6 2.9 -1.3 -0.319
C -0.23829 -1.09165 -0.09360 0.9 -1.0 0.5 0.032
N 0.70526 -0.06271 -0.29199 1.0 1.8 -0.2 -0.707
C 2.19989 0.33472 -0.10786 -3.6 4.3 -1.7 0.811
N 2.90303 -0.78034 0.04503 4.9 1.4 3.6 -0.796
O 2.55219 1.56028 -0.22227 -1.6 -5.6 0.6 -0.609
H -2.56893 2.37466 -0.01411 1.6 -2.0 1.0 0.197
H -1.04303 1.66169 0.85731 1.4 0.2 1.6 0.189
H -3.04292 0.39925 -0.90533 -1.2 -0.8 -0.8 0.206
H -2.22401 -1.87322 0.09328 -0.2 -1.4 0.0 0.226
H 0.14904 -2.08166 -0.10432 0.7 -0.8 0.3 0.184
H 0.23900 0.76201 -0.59743 -0.2 0.8 -0.1 0.404
H 2.28922 -1.42973 0.49679 0.2 -0.9 0.3 0.390
H 3.79895 -0.42016 0.76060 -3.1 -1.9 -2.8 0.408